No. 1
{
  "formula": "C4H3CsO6",
  "method": "ωB97M-V/def2-TZVPD",
  "homo_lumo_gap_ev": 5.3,
  "de_lowest_kcal_mol": 0.0,
  "fmax_ev_per_a": 8.86,
  "e_lumo_ev": -1.17,
  "homo_ev": -6.44,
  "symbols": ["O", "C", "O", "C", "C", "O", "O", "H", "H", "Cs", "O", "C", "O", "H"],
  "coordinates": [[3.77, 1.14, 2.34], [3.02, 1.83, 1.63], [0.73, 2.42, 1.15], [0.20, 1.21, 0.80], [1.74, 2.41, 2.12], [0.67, 0.19, 1.34], [-0.77, 1.26, 0.01], [1.45, 1.91, 3.06], [1.95, 3.46, 2.38], [-2.27, -2.05, -0.15], [5.55, 0.23, 0.20], [4.34, 0.28, 0.67], [3.59, 1.17, 0.15], [5.59, 0.59, -0.71]]
}

No. 2
{
  "formula": "C4H3CuO2",
  "method": "ωB97M-V/def2-TZVPD",
  "homo_lumo_gap_ev": [8.9, 7.3],
  "multiplicity": 3,
  "de_lowest_kcal_mol": 0.0,
  "fmax_ev_per_a": 5.07,
  "e_lumo_ev": [-9.08, -12.53],
  "homo_ev": [-17.95, -19.84],
  "total_charge": 2,
  "symbols": ["C", "C", "C", "C", "H", "H", "O", "H", "O", "Cu"],
  "coordinates": [[-2.47, -0.01, -0.08], [-1.24, -0.04, -0.12], [0.10, -0.20, -0.09], [1.28, 0.35, 0.03], [2.21, -1.37, -0.11], [1.51, 1.42, -0.06], [-3.74, 0.06, -0.16], [-4.18, 0.06, 0.70], [2.45, -0.43, 0.01], [4.07, 0.16, -0.11]]
}